1.
Formula: C11H20BrI2O4S
Source: OMol25
Level of theory: ωB97M-V with the def2-TZVPD basis set

Values from the calculation:
- Total charge: +1
- LUMO: -5.53 eV
- Orbital gap: 6.5 eV

```
39
Properties=species:S:1:pos:R:3:forces:R:3:lowdin_charge:R:1
C -0.344178 0.604042 3.955242 -0.0917 0.1127 0.0179 -0.169
C -1.689848 0.790318 4.583599 0.0821 0.0964 -0.2113 -0.850
I -2.088702 -0.429961 6.206922 -0.0898 -0.1049 0.0867 1.076
C -2.582837 1.706294 4.148728 0.1196 -0.2131 -0.0740 -1.186
I -2.176811 3.053258 2.622225 0.0067 0.0468 -0.1759 1.034
S -4.203816 1.901658 4.748046 0.2752 0.2597 0.2408 0.520
Br -5.339538 0.167961 4.125769 -0.1042 -0.1729 -0.0715 0.437
H -0.424175 0.639235 2.862776 0.0141 -0.0230 0.1987 0.034
H 0.326830 1.406990 4.284606 -0.0661 -0.0518 -0.0187 0.109
H 0.093431 -0.353056 4.230178 -0.0086 0.0868 -0.0090 0.073
H -3.974462 1.500983 6.028139 -0.0683 -0.0928 -0.0183 -0.088
O 0.328701 -0.775187 1.163583 -0.0409 -0.0164 -0.1343 0.099
C -0.652200 -0.821444 0.467680 0.0052 -0.0235 0.0635 -0.502
O -1.824193 -0.452624 1.048563 -0.0316 0.0467 0.1277 -0.051
C -3.056645 -0.293366 0.335318 -0.1638 0.0931 -0.0238 -0.249
C -3.817118 -1.588487 0.151834 0.1560 -0.0859 0.0665 -0.056
C -0.647416 -1.295397 -0.955255 0.0607 0.0893 -0.0746 0.033
H -2.894590 0.218870 -0.613826 0.0703 -0.0128 0.0143 0.121
H -3.621089 0.387669 0.975201 -0.0597 0.0106 -0.0849 0.088
H -3.271781 -2.286551 -0.482754 -0.0183 0.0100 -0.0165 0.076
H -4.783251 -1.391189 -0.313340 0.0075 0.0185 0.0021 0.087
H -3.984420 -2.070005 1.116377 -0.0163 -0.0019 -0.0098 0.079
H -0.695911 -2.385434 -0.951152 -0.0053 -0.0019 0.0150 0.108
H 0.288117 -0.999366 -1.422783 0.0031 -0.0449 0.0124 0.078
H -1.465310 -0.913633 -1.558662 -0.0171 -0.0210 0.0101 0.080
O 0.994571 0.145010 -3.572578 0.0773 0.0674 0.1243 0.085
C 2.184633 0.332483 -3.602140 -0.0420 -0.1377 -0.0098 -0.525
O 2.989405 -0.732836 -3.766950 -0.0436 0.0725 -0.0371 0.002
C 4.412415 -0.619961 -3.930848 0.0413 -0.0183 -0.0018 -0.229
C 5.133868 -0.512943 -2.605376 -0.0534 -0.0033 0.0324 -0.062
C 2.779453 1.706083 -3.407747 -0.0151 0.0099 -0.0880 0.015
H 4.653285 0.207205 -4.598970 -0.0170 0.0016 0.0048 0.113
H 4.689043 -1.538898 -4.444393 -0.0002 0.0087 0.0157 0.125
H 4.859822 0.395223 -2.067814 0.0188 0.0066 -0.0187 0.068
H 6.211580 -0.498067 -2.770322 -0.0019 -0.0075 -0.0001 0.084
H 4.891751 -1.368927 -1.975708 0.0136 0.0043 -0.0035 0.084
H 2.835104 1.896519 -2.335043 0.0096 0.0019 -0.0025 0.096
H 2.096809 2.428717 -3.846962 -0.0140 -0.0061 0.0377 0.092
H 3.769473 1.838813 -3.832161 0.0079 -0.0037 0.0138 0.071
```
Forces are in eV/Å.

***

2.
Formula: C11H20Cl2N2O2PYb
Source: OMol25
Level of theory: ωB97M-V with the def2-TZVPD basis set

Values from the calculation:
- Total charge: +2
- LUMO (alpha / beta): -7.35 / -8.74 eV
- Expectation value of S²: 0.75
- Orbital gap (alpha / beta): 7.5 / 6.1 eV
- Multiplicity: 2

```
39
Properties=species:S:1:pos:R:3:forces:R:3:lowdin_charge:R:1
C -0.275933 -3.644733 -4.232720 -0.5645 -0.1283 0.0322 -0.031
C -0.071661 -2.801687 -3.021001 -0.5344 0.0647 -0.1606 -0.764
H -1.353014 -3.808441 -4.385733 0.3926 0.1020 0.0629 0.114
H 0.231981 -4.615932 -4.116861 -0.0456 0.3760 0.0379 0.118
H 0.149850 -3.155135 -5.125756 -0.0156 -0.0572 0.4070 0.124
O -0.966882 -2.267549 -2.348872 1.7707 -0.0592 0.0410 -0.123
Cl 1.619536 -2.565180 -2.575537 -0.8409 0.0991 0.2094 0.747
Yb -0.205893 -0.813218 -0.539693 0.9021 1.9116 1.1461 1.409
P -0.239908 2.332354 -1.320400 -0.3169 0.8339 -0.6122 0.682
C -1.543784 3.595854 -1.487908 -0.4195 -0.1490 0.3313 -0.264
C 1.185678 3.476384 -1.312766 0.3202 -0.5008 0.4576 -0.265
H 0.650395 1.085516 -3.192917 -0.0592 0.0592 -0.2080 0.019
H -0.072880 2.652136 -3.659408 -0.0058 -0.2315 -0.2627 0.059
H -1.141367 1.264368 -3.324867 0.1006 0.0509 -0.0629 0.049
C -0.201688 1.755114 -3.050032 0.0957 -0.1491 0.0328 -0.293
H 2.112082 2.895512 -1.362599 -0.1022 0.3753 -0.0078 0.005
H 1.089167 4.123126 -2.189166 0.0546 -0.0527 0.1241 0.062
H -1.251179 4.241923 -2.324294 -0.2379 -0.0348 0.2018 0.059
H -1.608058 4.191548 -0.562893 -0.0777 -0.1758 -0.3787 0.064
H 1.174322 4.083515 -0.398411 0.0509 -0.1460 -0.2499 0.065
H -2.518474 3.130003 -1.696492 0.2234 0.2831 0.0714 0.057
C -1.640427 0.933426 0.516104 -2.1982 0.3172 1.7015 -0.211
O -2.307098 1.573579 1.197101 1.7525 -1.0304 -1.7247 0.125
Cl 1.939299 0.362415 -0.614480 0.0501 -1.0237 0.0164 -0.016
C 2.237235 -0.676608 4.939478 0.5299 0.3915 0.6262 0.004
C 1.215946 -0.860328 3.889579 -0.7058 -0.0945 -0.5187 -0.255
C 0.063782 -1.646450 3.923088 -0.1588 0.1800 -0.9219 0.053
C -0.548480 -1.505447 2.658523 1.3619 0.8206 0.9343 -0.346
N 0.183432 -0.662500 1.885953 0.0239 -0.5421 -0.1026 -0.125
N 1.232681 -0.255605 2.684588 0.1296 -0.3082 -0.6816 0.057
C -1.826977 -2.061645 2.173028 -0.4296 -0.5854 -0.1714 -0.029
H 1.763713 -0.349895 5.870135 -0.0330 -0.0873 -0.1230 0.105
H 2.771124 -1.603300 5.171089 -0.2367 -0.0118 -0.1902 0.105
H 3.002638 0.069503 4.710691 -0.2077 -0.0448 -0.2457 0.094
H -0.280171 -2.230628 4.757331 -0.0263 -0.0681 0.0246 0.131
H 1.952846 0.371327 2.308524 -0.5404 -0.5170 0.1665 0.151
H -1.754353 -3.153798 2.026860 -0.1818 0.4094 0.1390 0.105
H -2.613029 -1.850937 2.919407 0.1671 -0.1791 -0.5058 0.119
H -2.154460 -1.608577 1.211310 0.0126 -0.0975 0.3641 0.039
```
Forces are in eV/Å.

***

3.
Formula: C11H20F4O7P2
Source: OMol25
Level of theory: ωB97M-V with the def2-TZVPD basis set

Values from the calculation:
- LUMO: 0.64 eV
- Orbital gap: 10.9 eV
- SMILES: CCOP(=O)(OCC)OC(=C(F)F)C(F)(F)P(=O)(OCC)OCC

```
44
Properties=species:S:1:pos:R:3:forces:R:3:lowdin_charge:R:1
C 4.383055 -2.916692 -1.754605 0.7539 -0.0857 0.0389 -0.066
C 3.564704 -2.394488 -0.584676 2.2413 -1.6014 0.0840 -0.318
O 3.260338 -1.051128 -0.842268 -2.3380 2.2493 1.9212 -0.170
P 2.847124 -0.291851 0.564668 1.6423 -0.8572 2.0103 0.589
O 4.046409 0.118072 1.322329 -0.9514 0.3122 -0.7864 -0.230
O 2.009575 -1.391101 1.537039 0.8116 1.5070 -2.3215 -0.223
C 2.199822 -1.158142 2.946367 -0.6687 0.5623 1.2693 -0.280
C 1.143583 -1.987229 3.713982 0.2247 0.9390 -0.7429 -0.061
O 1.866116 0.999629 0.233165 -0.0146 -2.0245 -0.8786 -0.068
C 0.892976 0.687551 -0.732776 -0.1690 0.5517 -2.0426 -0.173
C 1.203748 0.892088 -2.051211 -0.4403 -0.2618 1.6691 -0.223
F 0.399749 0.513979 -3.078602 1.9177 1.1143 1.5857 0.143
F 2.382538 1.475654 -2.320656 -1.6945 -0.9640 -0.7714 0.154
C -0.442841 0.085357 -0.260567 1.7659 0.5960 0.3497 -0.411
F -0.443018 0.216720 1.108157 -0.5840 -0.1511 -0.7179 0.064
F -0.369392 -1.260458 -0.551259 -1.0037 0.9117 0.1998 0.080
P -1.993168 0.945173 -1.017279 -3.5001 -0.6800 -3.9820 0.712
O -2.508130 0.202991 -2.235718 1.8503 0.8691 1.9431 -0.280
O -1.688066 2.529783 -1.437041 -0.4222 -2.0378 2.0355 -0.219
C -2.858688 3.252134 -1.947219 -0.1474 0.7705 -1.4771 -0.245
C -2.487981 4.760839 -2.119312 -0.8768 -1.3799 -0.7743 -0.062
O -3.244168 0.897472 0.027321 2.0016 0.9906 0.0449 -0.216
C -3.768761 -0.403358 0.333003 -0.5160 -0.9881 -0.1407 -0.300
C -4.208123 -0.419528 1.762866 -0.9076 0.3817 0.6360 -0.084
H 3.799933 -3.115560 -2.648573 -0.2188 0.1223 -0.0460 0.072
H 5.187357 -2.200964 -2.016736 -0.4463 -0.3199 0.2030 0.091
H 4.874040 -3.860576 -1.468344 -0.2074 0.2738 -0.0626 0.082
H 4.201747 -2.484267 0.334746 -0.5750 0.1885 -0.6177 0.132
H 2.684770 -2.981139 -0.438391 -0.7388 -0.2989 0.1123 0.109
H 3.223959 -1.353252 3.275522 -0.0901 -0.2832 -0.3979 0.114
H 2.034293 -0.086189 3.166734 -0.0081 -0.4209 -0.1609 0.119
H 0.168842 -1.658086 3.322290 0.1674 -0.5418 0.0855 0.071
H 1.138241 -1.747661 4.779071 0.2879 0.0119 -0.0685 0.075
H 1.319415 -3.051009 3.584343 -0.2209 -0.0844 -0.0844 0.072
H -3.137913 2.782877 -2.929597 0.3458 0.4482 0.8922 0.128
H -3.739692 3.182527 -1.303724 0.4106 -0.2983 0.3007 0.108
H -2.167597 5.160158 -1.185060 0.5449 0.3263 0.6014 0.061
H -3.386057 5.322532 -2.414744 0.0698 -0.3226 0.0978 0.079
H -1.773537 4.904602 -2.929548 0.2494 -0.0413 0.3075 0.074
H -3.013328 -1.185763 0.228029 0.1223 0.1426 -0.3931 0.109
H -4.614633 -0.660190 -0.342819 0.6875 0.4409 0.2011 0.136
H -4.959584 0.386623 1.937860 0.5317 -0.5916 0.0128 0.091
H -4.675161 -1.393370 2.009721 0.2354 0.4890 -0.1572 0.090
H -3.352498 -0.264762 2.423515 -0.1223 0.0354 0.0220 0.075
```
Forces are in eV/Å.

***

E_tot in Eh, matching the order above: -4299.380780 -3111.088725 -2040.074385